No. 1
ORCA calculation (ωB97M-V/def2-TZVPD) on C12H16MoN3O6P2Se2 as an isolated structure at a distorted geometry.

CARTESIAN COORDINATES (ANGSTROEM)
Mo: 0.06 -0.47 -0.56
Se: -0.28 -0.89 -3.15
Se: 1.14 -2.56 -2.27
C: -0.30 -3.42 -1.38
C: -0.64 -4.74 -1.50
C: -1.73 -5.17 -0.73
C: -2.40 -4.27 0.07
C: -1.97 -2.94 0.11
N: -0.92 -2.53 -0.59
C: 1.27 0.25 -3.18
C: 1.89 0.80 -4.26
C: 3.07 1.52 -3.98
C: 3.52 1.62 -2.67
C: 2.79 1.04 -1.64
N: 1.68 0.35 -1.91
H: -0.10 -5.41 -2.16
H: -2.05 -6.21 -0.78
H: -3.26 -4.56 0.66
H: -2.48 -2.21 0.71
H: 1.51 0.69 -5.27
H: 3.62 1.98 -4.78
H: 4.43 2.15 -2.43
H: 3.08 1.12 -0.60
N: -2.36 2.44 2.39
C: -0.94 1.87 2.28
C: -0.09 2.44 3.42
P: -0.42 2.28 0.58
O: 0.13 3.73 0.78
O: -1.57 2.11 -0.33
O: 0.75 1.28 0.25
P: -1.09 -0.02 2.51
O: 0.72 -0.21 4.13
O: -1.12 -0.38 0.86
O: 0.51 -0.39 2.70
H: -2.33 3.45 2.56
H: -2.88 2.04 3.18
H: -2.88 2.29 1.52
H: -0.10 3.53 3.38
H: 0.95 2.11 3.30
H: -0.43 2.12 4.40
H: 0.27 4.29 -0.01
H: 0.96 -1.12 4.39

⟨S²⟩   2.041
Charge   +3
Relative energy (zero: lowest compared OMol25 entry of this formula, charge and spin)   0.00 kcal per mole
Gap between HOMO and LUMO (spin up / spin down)   6.765 / 7.336 eV
HOMO (spin up / spin down)   -18.42 / -18.48 eV
Spin multiplicity   3
Total energy   -180559.0500 eV


No. 2
ORCA calculation (ωB97M-V/def2-TZVPD) on C16H16ClN3O4Ru as an isolated structure.

CARTESIAN COORDINATES (ANGSTROEM)
Ru: -0.24 0.82 0.89
N: 0.08 2.31 2.42
C: 1.32 1.96 3.16
C: 1.59 0.46 3.11
O: 2.33 -0.05 3.90
O: 0.97 -0.19 2.13
H: 0.09 3.28 2.11
H: -0.72 2.25 3.03
H: 1.28 2.29 4.20
H: 2.16 2.45 2.68
O: 4.36 0.00 -4.95
C: 3.33 -0.86 -4.89
O: 3.16 -1.67 -5.75
C: 2.39 -0.77 -3.71
C: 2.57 0.08 -2.62
C: 1.65 0.09 -1.59
C: 0.54 -0.73 -1.64
C: 0.35 -1.60 -2.71
C: 1.28 -1.60 -3.74
N: -0.38 -0.65 -0.53
C: -1.35 -1.46 -0.37
C: -2.14 -1.26 0.85
C: -3.17 -2.11 1.21
C: -3.82 -1.88 2.42
C: -3.42 -0.81 3.20
C: -2.39 0.00 2.77
N: -1.76 -0.22 1.62
H: 4.38 0.60 -4.20
H: 3.44 0.72 -2.53
H: 1.82 0.73 -0.73
H: -0.49 -2.26 -2.77
H: 1.16 -2.27 -4.58
H: -1.59 -2.27 -1.05
H: -3.45 -2.93 0.57
H: -4.63 -2.53 2.74
H: -3.90 -0.61 4.15
H: -2.06 0.84 3.36
Cl: -2.43 2.65 0.33
C: -0.89 2.21 -0.49
H: -0.27 3.10 -0.53
H: -1.14 1.87 -1.49

⟨S²⟩   0.755
Charge   +1
Gap between HOMO and LUMO (spin up / spin down)   7.257 / 7.358 eV
HOMO (spin up / spin down)   -12.02 / -12.38 eV
Spin multiplicity   2
Total energy   -44610.3773 eV


No. 3
ORCA calculation (ωB97M-V/def2-TZVPD) on a 2-piece molecular cluster, C3H5ClFN overall at a distorted geometry.

CARTESIAN COORDINATES (ANGSTROEM)
C: 0.50 -0.02 -1.97
C: 0.40 -0.26 -0.59
C: -0.71 -0.17 1.50
N: -0.54 0.18 0.10
F: -0.18 2.04 0.13
Cl: 1.63 -1.31 0.00
H: 1.46 -0.32 -2.32
H: -0.15 0.62 -2.47
H: -1.72 0.27 1.98
H: -0.72 -1.29 1.49
H: 0.03 0.26 2.15

Relative energy (zero: lowest compared OMol25 entry of this formula, charge and spin)   83.56 kcal per mole
Gap between HOMO and LUMO (spin up / spin down)   8.438 / 8.160 eV
HOMO (spin up / spin down)   -10.06 / -9.73 eV
Total energy   -19917.5061 eV


No. 4
ORCA calculation (ωB97M-V/def2-TZVPD) on C17H21CoI2LaNO4S as an isolated structure at a distorted geometry.

CARTESIAN COORDINATES (ANGSTROEM)
I: -2.71 1.30 -1.63
I: -4.48 -0.60 -0.85
La: -0.86 -0.69 0.55
Co: 0.30 0.14 -1.79
S: -0.88 -1.66 -2.14
C: 1.80 -0.49 -2.19
C: 0.78 1.63 -1.03
C: -0.79 -2.85 -3.64
C: -2.11 -3.62 -3.58
C: 0.41 -3.76 -3.41
C: -0.67 -2.02 -4.91
C: 0.30 -1.88 2.70
C: 1.00 -2.48 0.35
O: 1.12 2.67 -0.61
O: 2.77 -1.05 -2.54
O: 0.87 -2.50 3.49
O: 1.77 -3.34 0.37
H: -2.18 -4.33 -4.40
H: -2.97 -2.93 -3.61
H: -2.18 -4.16 -2.62
H: 0.42 -4.54 -4.19
H: 0.35 -4.23 -2.43
H: 1.34 -3.20 -3.46
H: -0.74 -2.69 -5.79
H: 0.30 -1.51 -4.96
H: -1.45 -1.25 -4.97
C: 2.69 0.75 2.19
N: 2.03 1.71 3.01
C: 2.52 3.05 3.02
C: 0.78 1.41 3.64
C: -0.41 2.00 2.94
C: -0.65 3.38 3.01
C: -1.70 3.96 2.30
C: -2.63 3.15 1.65
C: -2.45 1.75 1.70
C: -1.28 1.23 2.20
H: 3.77 0.73 2.39
H: 2.57 1.00 1.12
H: 2.27 -0.24 2.37
H: 2.22 3.60 2.11
H: 2.11 3.60 3.89
H: 3.63 3.08 3.06
H: 0.68 0.32 3.70
H: 0.83 1.84 4.66
H: 0.02 4.00 3.63
H: -1.80 5.04 2.27
H: -3.46 3.57 1.09
H: -3.24 1.11 1.33

⟨S²⟩   6.074
Charge   +4
Gap between HOMO and LUMO (spin up / spin down)   6.313 / 5.324 eV
HOMO (spin up / spin down)   -20.70 / -20.98 eV
Spin multiplicity   5
Total energy   -93125.0647 eV


No. 5
ORCA calculation (ωB97M-V/def2-TZVPD) on a 2-piece molecular cluster, C5H9N2 overall at a distorted geometry.

CARTESIAN COORDINATES (ANGSTROEM)
C: 3.64 -0.20 0.01
C: -4.19 -2.68 0.31
C: -5.32 -2.54 -0.42
C: 3.07 1.30 0.11
C: 2.75 3.87 0.19
N: 2.79 2.47 0.10
N: 2.75 -1.13 -0.02
H: -3.43 -1.91 0.45
H: -3.82 -3.67 0.51
H: -5.95 -3.37 -0.76
H: -5.56 -1.62 -0.85
H: 2.97 4.12 1.22
H: 1.84 4.34 -0.08
H: 3.68 4.22 -0.43
H: 1.77 -1.13 -0.03
H: 3.00 -2.06 -0.31

⟨S²⟩   2.011
Charge   +1
Relative energy (zero: lowest compared OMol25 entry of this formula, charge and spin)   70.28 kcal per mole
Gap between HOMO and LUMO (spin up / spin down)   7.590 / 4.449 eV
HOMO (spin up / spin down)   -11.84 / -11.84 eV
Spin multiplicity   3
Total energy   -8297.1080 eV


Question: What is the formula in the fourth record?
Answer: C17H21CoI2LaNO4S